1.
# C34H39Br2F20N6O3S

3 unconnected molecules or ions with the total composition C34H39Br2F20N6O3S (ωB97M-V/def2-TZVPD, the OMol25 dataset).

Each line ends with the Löwdin charge.
Cartesian coordinates (Å):
C: -5.3233 0.3726 2.6240  0.022
C: -4.5004 1.0125 1.6367  -0.151
C: -4.4001 0.4870 0.1094  -0.135
C: -3.0248 -0.2435 -0.2968  -0.216
C: -3.0979 -1.5890 0.6198  0.002
C: -3.0621 -2.9859 -0.1390  -0.287
O: -4.1709 -3.4776 -0.4928  0.072
F: -1.9413 -3.8258 -0.3561  0.048
N: -3.1680 -0.5183 -1.7852  0.017
N: -4.4109 -0.9880 -2.1720  0.022
C: -4.3394 -1.8786 -3.1546  -0.551
S: -4.4027 -2.8980 -4.4367  0.823
C: -2.8791 0.6519 -2.6024  -0.168
N: -3.6945 1.1555 -3.5642  0.230
N: -1.6621 1.4196 -2.3374  -0.025
C: -0.5339 1.2635 -3.2346  -0.175
C: -0.2555 -0.1076 -4.0110  -0.090
C: -1.2873 -0.8941 -4.9005  -0.063
C: -1.0128 -2.1973 -5.6800  -0.091
C: 0.3882 -2.8665 -5.6355  -0.049
C: 1.4733 -2.1233 -4.8163  -0.019
C: 1.1853 -0.7828 -4.0253  -0.135
C: 2.4911 -0.1936 -3.3041  -0.094
C: -1.5527 1.9511 -0.9707  -0.340
N: -2.7218 2.8075 -0.6849  -0.022
C: -3.3179 3.6742 -1.6710  -0.281
C: -3.8143 5.1433 -1.1439  -0.106
C: -0.3544 2.9451 -0.5989  -0.496
Br: 0.0624 4.3223 -2.0271  0.682
C: -0.5763 3.9149 0.7190  -0.664
C: 0.7719 3.8281 1.6530  -0.156
Br: -0.6531 5.8788 0.2382  0.606
C: -1.6446 0.5932 -0.0575  -0.168
N: -1.4672 1.0217 1.3721  0.120
C: -0.3972 -0.4147 -0.2539  -0.288
F: -0.5797 -1.4908 -1.1579  0.089
F: 0.8260 0.1517 -0.6971  0.064
F: 0.0226 -1.0459 0.9872  0.031
H: -6.0839 -0.3992 2.2451  0.082
H: -5.1666 0.5892 3.7306  0.078
H: -3.8665 1.8906 1.9895  0.087
H: -4.7518 1.2899 -0.6509  0.117
H: -5.2716 -0.2827 0.0979  0.126
H: -2.2972 -1.6350 1.4412  0.127
H: -4.0812 -1.6497 1.2341  0.135
H: -3.2976 1.5325 -4.4346  0.151
H: -4.7184 1.2444 -3.4020  0.157
H: -0.6499 2.0509 -4.0892  0.130
H: 0.4926 1.5461 -2.7772  0.096
H: -2.3586 -0.4698 -4.9988  0.060
H: -1.8611 -2.6978 -6.2811  0.081
H: 0.5299 -3.8373 -6.2158  0.098
H: 2.5262 -2.5991 -4.8067  0.108
H: 3.3969 -0.4855 -3.9616  0.094
H: 2.5079 0.9419 -3.1900  0.082
H: 2.6434 -0.7659 -2.3164  0.082
H: -3.0689 2.8071 0.2680  0.094
H: -4.3157 3.1860 -2.0365  0.087
H: -2.7316 3.8590 -2.6396  0.098
H: -4.8064 5.4346 -1.6537  0.081
H: -3.9354 5.1681 0.0062  0.082
H: -3.0533 5.9436 -1.4882  0.047
H: 0.6781 2.5059 -0.4187  0.074
H: -1.4142 3.5924 1.4105  0.081
H: 0.4657 4.2175 2.6895  0.092
H: 1.5964 4.4941 1.1921  0.087
H: 1.1153 2.7420 1.7567  0.069
H: -0.5060 1.3199 1.5719  0.087
H: -1.8368 0.3407 2.0414  0.091
C: 6.2063 -0.4012 1.4571  -0.042
C: 5.3667 0.8879 1.3324  -0.432
C: 4.3837 0.9366 0.1617  -0.306
F: 4.9901 0.8274 -1.0344  0.089
F: 3.7250 2.1217 0.1413  0.081
F: 6.2009 1.9543 1.3173  0.133
F: 4.6382 1.0002 2.4841  0.101
O: 7.5328 -0.3791 0.9096  0.038
C: 7.6650 -0.6309 -0.4759  -0.501
C: 8.1706 0.5883 -1.2573  -0.273
F: 7.3762 1.6666 -1.0816  0.093
F: 8.1909 0.3318 -2.5883  0.098
F: 6.5037 -1.1227 -0.9536  0.128
F: 8.5651 -1.6344 -0.5864  0.149
H: 6.3708 -0.5492 2.5286  0.152
H: 5.6526 -1.2893 1.1398  0.143
H: 3.6331 0.1439 0.2460  0.163
H: 9.1800 0.8608 -0.9401  0.178
C: 0.6490 -2.5003 3.6138  -0.054
C: 1.9162 -2.9407 4.3768  -0.430
C: 2.0794 -4.4463 4.5938  -0.300
F: 1.0719 -4.9862 5.3023  0.098
F: 3.2134 -4.7001 5.2943  0.100
F: 1.9778 -2.2663 5.5496  0.132
F: 2.9882 -2.5123 3.6437  0.099
O: -0.4738 -2.0697 4.4007  0.024
C: -1.3327 -3.0728 4.9079  -0.501
C: -1.3009 -3.1675 6.4389  -0.277
F: -0.0536 -3.3829 6.9054  0.101
F: -2.0633 -4.1999 6.8719  0.105
F: -1.0608 -4.2420 4.2988  0.139
F: -2.5818 -2.7283 4.5077  0.129
H: 0.9313 -1.6049 3.0531  0.125
H: 0.3537 -3.2213 2.8465  0.142
H: 2.1537 -4.9729 3.6369  0.176
H: -1.6736 -2.2456 6.8923  0.177

spin multiplicity	1
total charge	+1

***

2.
# C34H39Br4Cl43NO2

A molecular structure, C34H39Br4Cl43NO2 (ωB97M-V/def2-TZVPD, the OMol25 dataset).

Each line ends with the Löwdin charge.
Cartesian coordinates (Å):
C: 0.7280 0.0741 3.7962  -0.127
C: 0.5448 1.4744 4.0435  -0.258
C: -0.3942 2.3963 3.0893  -0.140
C: -0.9510 1.5273 1.8667  -0.035
C: -2.3495 0.8203 2.1123  -0.068
C: -3.1734 0.9291 3.4670  -0.630
Br: -2.9827 -0.6430 4.7031  0.654
C: -4.0026 2.0272 3.8441  -0.656
C: -4.0845 3.2764 2.8324  -0.125
Br: -4.9624 1.8887 5.5615  0.675
C: -2.9245 -0.0299 0.9458  -0.038
C: -4.3604 -0.7796 1.0262  -0.080
C: -5.3509 -0.2298 -0.1435  -0.195
O: -5.3964 -1.2091 -1.2072  -0.223
C: -6.5829 -2.0496 -1.1344  -0.231
C: -6.1320 -3.6104 -1.2153  -0.091
C: -2.0777 -0.1622 -0.3585  0.093
N: -0.7721 0.4746 -0.5284  -0.025
C: -0.0955 0.1870 -1.8396  -0.111
C: -0.1397 -1.3942 -2.2199  -0.631
O: -0.5141 -1.6970 -3.3865  0.009
Cl: 0.3347 -2.6639 -0.9883  0.634
C: -0.1776 1.3252 0.5059  -0.056
C: 1.2415 2.0551 0.2834  -0.583
Br: 1.2028 3.2851 -1.3157  0.634
C: 2.4939 1.0094 0.2634  -0.663
C: 3.4696 1.3750 1.5251  -0.231
Br: 3.6704 1.2210 -1.3621  0.626
H: -0.1313 -0.5779 3.4090  0.061
H: 1.7177 -0.4703 4.0107  0.081
H: 1.0339 1.9703 4.9611  0.058
H: 0.2272 3.3042 2.7843  0.112
H: -1.2331 2.7852 3.7890  0.122
H: -2.9968 3.5693 2.5744  -0.013
H: -4.5780 4.1375 3.3989  0.091
H: -4.6228 3.0361 1.8540  0.094
H: -4.8000 -0.6960 2.0770  0.108
H: -4.1307 -1.8830 0.7945  0.137
H: -4.8745 0.7208 -0.5951  0.128
H: -6.3904 0.0538 0.2344  0.132
H: -7.1555 -1.9390 -0.1485  0.124
H: -7.2598 -1.8149 -2.0315  0.126
H: -6.1492 -4.0760 -0.1688  0.078
H: -5.0746 -3.7354 -1.6388  0.052
H: -6.9097 -4.1681 -1.8442  0.079
H: -2.5555 -0.8053 -1.1920  0.165
H: -0.6929 0.7592 -2.6445  0.111
H: 1.0062 0.4858 -1.8699  0.073
H: 1.4508 2.7655 1.1719  0.077
H: 2.1537 -0.0871 0.3688  0.102
H: 2.8282 1.5696 2.4693  0.064
H: 3.9253 2.4030 1.2484  0.020
H: 4.2604 0.5722 1.7067  0.060
C: -2.4805 6.4525 0.6013  -1.496
Cl: -1.6931 7.3918 1.8750  0.516
Cl: -2.1009 4.7292 0.7724  0.550
Cl: -4.2302 6.7108 0.6299  0.549
H: -2.0996 6.7909 -0.3609  0.017
C: 0.6530 -4.6801 -4.7121  -1.512
Cl: 0.9259 -5.8295 -3.3945  0.457
Cl: 2.1489 -4.4082 -5.6184  0.559
Cl: -0.6293 -5.2589 -5.7862  0.539
H: 0.3364 -3.7318 -4.2805  -0.024
C: -1.8686 3.4108 -4.2894  -1.509
Cl: -2.0644 4.1982 -2.7165  0.487
Cl: -0.2021 2.8546 -4.5050  0.529
Cl: -2.9971 2.0573 -4.4497  0.529
H: -2.0918 4.1388 -5.0675  0.024
C: -2.8596 -6.7658 -2.5955  -1.526
Cl: -4.4705 -6.3854 -3.2204  0.539
Cl: -2.0822 -5.3102 -1.9547  0.478
Cl: -2.9561 -8.0194 -1.3504  0.524
H: -2.2535 -7.1440 -3.4175  0.007
C: 3.9303 -6.8037 -7.8872  -1.547
Cl: 3.2636 -6.4497 -9.4870  0.526
Cl: 4.0650 -8.5515 -7.6423  0.525
Cl: 5.5065 -6.0242 -7.6839  0.514
H: 3.2499 -6.4039 -7.1358  -0.047
C: -0.2659 10.1622 4.5510  -1.516
Cl: -0.9204 10.5145 2.9451  0.509
Cl: -0.1435 8.4149 4.7998  0.492
Cl: 1.3118 10.9344 4.7599  0.498
H: -0.9486 10.5645 5.2973  0.020
C: -6.5961 3.0814 -4.9892  -1.555
Cl: -8.2279 3.4467 -5.5644  0.539
Cl: -5.8109 4.5448 -4.3756  0.507
Cl: -6.6435 1.8291 -3.7384  0.498
H: -6.0130 2.7057 -5.8282  0.010
C: 7.2411 -10.7846 -7.6672  -1.556
Cl: 8.0727 -11.1905 -9.1749  0.524
Cl: 7.4551 -12.0726 -6.4725  0.517
Cl: 7.8262 -9.2414 -7.0299  0.500
H: 6.1778 -10.6865 -7.8783  -0.018
C: 0.7980 0.1292 8.1114  -1.484
Cl: 0.5336 0.4205 6.3815  0.658
Cl: 0.4890 1.6013 9.0440  0.531
Cl: -0.2265 -1.1960 8.6827  0.529
H: 1.8388 -0.1557 8.2561  0.020
C: 3.4563 -7.3056 -0.6634  -1.516
Cl: 4.2555 -6.1168 -1.7022  0.524
Cl: 3.6253 -6.8565 1.0396  0.529
Cl: 1.7475 -7.4632 -1.0981  0.471
H: 3.9382 -8.2702 -0.8128  0.019
C: 5.0529 11.8575 5.5511  -1.524
Cl: 4.9838 10.2160 4.8903  0.492
Cl: 3.7480 12.8518 4.8850  0.498
Cl: 4.9658 11.8199 7.3175  0.530
H: 6.0037 12.3029 5.2642  0.018
C: 1.0955 -11.3202 -1.2497  -1.551
Cl: -0.2744 -10.2723 -1.6453  0.478
Cl: 1.4306 -11.2759 0.4873  0.519
Cl: 0.7842 -12.9784 -1.7809  0.533
H: 1.9729 -10.9504 -1.7774  0.010
C: 4.1212 6.4749 3.0142  -1.522
Cl: 2.7625 7.5283 2.6128  0.522
Cl: 4.4558 6.5221 4.7504  0.533
Cl: 3.7889 4.8156 2.4909  0.522
H: 5.0018 6.8346 2.4847  0.023
C: 6.9291 2.6792 2.0872  -1.528
Cl: 8.5521 3.0028 2.7103  0.547
Cl: 6.9696 1.3777 0.8905  0.538
Cl: 5.8233 2.2679 3.4054  0.531
H: 6.5619 3.5824 1.6020  0.003

spin multiplicity	1
total charge	+1

***

| no. | E_LUMO (eV) |
| --- | --- |
| 1 | -4.57 |
| 2 | -4.54 |